[1]
ORCA calculation (the ωB97M-V functional and the def2-TZVPD basis) on 2 unconnected molecules or ions with the total composition CH2ClOP in a non-equilibrium geometry.

Its net charge is 0. For the energy above the lowest of the compared OMol25 structures with the same formula, charge and spin, the calculation gives 76.0 kcal/mol. As for the lowest unoccupied orbital energy (spin up / spin down): -1.189 / -1.359 eV. Its largest force on an atom is 0.087 hartree/bohr. Its HOMO energy (spin up / spin down) is -0.3341 / -0.3378 hartree. As for the energy: -24924.285 eV.

XYZ file:
```
6
Properties=species:S:1:pos:R:3:forces:R:3
C -2.394 1.991 -0.437 -3.7 -1.1 2.2
O -3.454 1.970 0.133 2.8 -0.1 -1.5
P -0.392 -0.821 -0.374 0.6 -1.0 0.3
Cl -1.649 3.304 -1.145 0.9 1.3 -0.7
H 0.076 -1.969 0.374 -0.5 0.5 0.2
H 0.509 -1.361 -1.320 0.0 0.4 -0.5
```
Forces are in eV/Å.

---

[2]
ORCA calculation (the ωB97M-V functional and the def2-TZVPD basis) on 2 unconnected molecules or ions with the total composition CH2ClPS.

Its net charge is 0. For the energy above the lowest of the compared OMol25 structures with the same formula, charge and spin, the calculation gives 71.4 kcal/mol. As for the lowest unoccupied orbital energy (spin up / spin down): -1.393 / -1.398 eV. Its largest force on an atom is 0.018 hartree/bohr. Its HOMO energy (spin up / spin down) is -0.3096 / -0.3097 hartree. As for the energy: -33713.026 eV.

XYZ file:
```
6
Properties=species:S:1:pos:R:3:forces:R:3
C -1.402 0.015 0.001 -0.1 0.6 0.0
P 3.500 -1.003 -0.008 0.6 -0.7 0.0
S -1.749 1.583 -0.005 0.1 -0.3 0.0
Cl 2.208 0.481 0.006 -0.6 0.7 0.0
H -0.769 -0.423 0.763 0.1 -0.1 0.1
H -1.787 -0.653 -0.758 0.0 -0.1 -0.1
```
Forces are in eV/Å.

---

[3]
ORCA calculation (the ωB97M-V functional and the def2-TZVPD basis) on 2 unconnected molecules or ions with the total composition CH2ClPS in a non-equilibrium geometry.

Its net charge is 0. For the energy above the lowest of the compared OMol25 structures with the same formula, charge and spin, the calculation gives 55.5 kcal/mol. As for the lowest unoccupied orbital energy: -1.639 eV. Its largest force on an atom is 0.056 hartree/bohr. Its HOMO energy is -0.2905 hartree. As for the energy: -33713.715 eV.

XYZ file:
```
6
Properties=species:S:1:pos:R:3:forces:R:3
C -0.250 -0.806 0.127 -0.1 2.9 0.5
P -0.301 1.831 0.245 1.1 -2.4 -0.3
S 1.526 2.275 -0.144 -1.0 -0.1 0.2
Cl -0.940 -1.221 -1.391 -0.1 -0.2 -0.3
H -0.849 -1.108 0.973 0.0 -0.1 0.0
H 0.813 -0.971 0.191 0.1 0.0 0.0
```
Forces are in eV/Å.

---

[4]
ORCA calculation (the ωB97M-V functional and the def2-TZVPD basis) on 3 unconnected molecules or ions with the total composition CH2F2INOS in a non-equilibrium geometry.

Its net charge is 0. The SMILES is O=C(F)F.N=S.I. For the energy above the lowest of the compared OMol25 structures with the same formula, charge and spin, the calculation gives 2.1 kcal/mol. As for the lowest unoccupied orbital energy (spin up / spin down): -1.207 / -1.206 eV. Its largest force on an atom is 0.075 hartree/bohr. Its HOMO energy (spin up / spin down) is -0.3176 / -0.3177 hartree. As for the energy: -28975.612 eV.

XYZ file:
```
9
Properties=species:S:1:pos:R:3:forces:R:3
O -0.496 0.781 0.235 1.7 1.0 -0.5
C -1.557 0.359 0.330 -3.6 -1.5 0.3
F -2.170 -0.497 -0.522 0.7 1.0 0.9
F -2.421 0.566 1.356 0.9 -0.2 -1.3
N 2.092 -0.445 -2.356 -0.3 0.1 -0.5
S 1.822 1.058 -2.624 0.0 0.0 0.0
H 2.608 -0.552 -1.494 0.3 -0.1 0.5
I 0.626 -0.458 3.076 0.1 -0.1 0.2
H -0.505 -0.812 1.999 0.2 -0.2 0.3
```
Forces are in eV/Å.

---

[5]
ORCA calculation (the ωB97M-V functional and the def2-TZVPD basis) on 2 unconnected molecules or ions with the total composition CH2F2IP in a non-equilibrium geometry.

Its net charge is 0. For the energy above the lowest of the compared OMol25 structures with the same formula, charge and spin, the calculation gives 67.9 kcal/mol. As for the lowest unoccupied orbital energy (spin up / spin down): -1.157 / -1.248 eV. Its largest force on an atom is 0.048 hartree/bohr. Its HOMO energy (spin up / spin down) is -0.3277 / -0.3375 hartree. As for the energy: -23889.691 eV.

XYZ file:
```
7
Properties=species:S:1:pos:R:3:forces:R:3
C -1.033 -0.404 0.365 0.6 0.6 -2.1
F -1.488 -1.505 0.855 -0.2 -0.9 0.4
F -0.686 -0.606 -0.956 -0.5 0.0 1.5
P 2.120 0.901 -0.519 1.1 1.8 1.2
I -2.274 1.259 0.577 -0.1 0.3 0.1
H 1.492 -0.095 -1.147 -0.8 -1.6 -0.7
H 1.869 0.450 0.826 0.0 -0.1 -0.6
```
Forces are in eV/Å.

---

[6]
ORCA calculation (the ωB97M-V functional and the def2-TZVPD basis) on a gas-phase ion, CH2F2O2PS (charge -1) in a non-equilibrium geometry.

Its net charge is -1. For the energy above the lowest of the compared OMol25 structures with the same formula, charge and spin, the calculation gives 144.3 kcal/mol. As for the lowest unoccupied orbital energy (spin up / spin down): 3.342 / 3.592 eV. Its largest force on an atom is 0.071 hartree/bohr. Its HOMO energy (spin up / spin down) is -0.0757 / -0.1062 hartree. As for the energy: -30721.279 eV.

XYZ file:
```
9
Properties=species:S:1:pos:R:3:forces:R:3
C -1.698 -0.786 0.533 -0.2 -2.5 1.3
O 2.275 1.573 0.794 0.3 0.5 0.1
O 2.315 0.829 -1.544 0.5 -0.2 -0.8
F -1.741 -0.899 1.947 0.1 -0.4 0.5
F -2.411 0.285 0.337 -2.0 3.0 -0.8
P 0.009 -0.549 0.056 0.4 2.5 -0.6
S 1.553 1.433 -0.466 0.1 0.0 0.9
H -0.342 -0.110 -1.248 -0.2 0.0 0.2
H 0.040 -1.777 -0.408 1.0 -2.7 -0.8
```
Forces are in eV/Å.

---

[7]
ORCA calculation (the ωB97M-V functional and the def2-TZVPD basis) on CH2F2O4S in the gas phase in a non-equilibrium geometry.

Its net charge is 0. For the energy above the lowest of the compared OMol25 structures with the same formula, charge and spin, the calculation gives 13.2 kcal/mol. As for the lowest unoccupied orbital energy (spin up / spin down): 0.427 / -3.300 eV. Its largest force on an atom is 0.279 hartree/bohr. Its HOMO energy (spin up / spin down) is -0.2332 / -0.4525 hartree. As for the energy: -25519.708 eV. Its multiplicity is 3.

XYZ file:
```
10
Properties=species:S:1:pos:R:3:forces:R:3
C 0.991 -0.739 -0.147 0.8 -1.2 -3.0
O -0.224 1.194 -1.630 0.0 -0.2 -0.6
O 1.772 1.896 -0.247 -0.1 -0.7 -0.9
O -1.490 0.262 0.466 -11.7 -8.3 -1.3
O -0.472 1.137 0.840 11.1 7.4 2.4
F 2.083 -1.039 -0.968 -0.1 0.9 1.1
F 1.237 -0.902 1.108 0.9 0.1 1.6
S 0.617 1.082 -0.483 0.9 1.5 2.6
H 0.343 -1.557 -0.485 -1.2 1.0 0.1
H -1.536 0.600 -0.419 -0.7 -0.5 -2.0
```
Forces are in eV/Å.

---

[8]
ORCA calculation (the ωB97M-V functional and the def2-TZVPD basis) on a molecular structure, CH2F3GaNO3S in a non-equilibrium geometry.

Its net charge is 0. For the energy above the lowest of the compared OMol25 structures with the same formula, charge and spin, the calculation gives 0.0 kcal/mol. As for the lowest unoccupied orbital energy (spin up / spin down): -0.402 / -3.266 eV. Its largest force on an atom is 0.081 hartree/bohr. Its HOMO energy (spin up / spin down) is -0.3644 / -0.3660 hartree. As for the energy: -80062.876 eV. Its multiplicity is 2.

XYZ file:
```
12
Properties=species:S:1:pos:R:3:forces:R:3
Ga -1.170 -0.834 1.922 0.6 0.3 0.2
N 1.045 0.310 0.998 -2.4 1.4 0.3
S 0.755 -0.787 -0.013 3.1 0.6 -1.9
O 1.819 -1.725 -0.418 -2.2 1.4 1.3
O -0.591 -1.451 0.262 -0.8 -1.0 -0.2
C 0.344 0.031 -1.649 0.1 -0.1 0.0
F 1.450 0.541 -2.188 -0.1 -0.1 0.2
F -0.518 1.032 -1.454 -0.2 0.1 0.1
F -0.191 -0.825 -2.515 0.0 -0.1 0.1
O -1.387 0.953 1.638 -0.5 0.7 -0.1
H -1.563 1.587 2.334 -0.3 0.0 0.3
H 0.006 1.168 1.082 2.7 -3.2 -0.3
```
Forces are in eV/Å.